[1]
Here is a cluster of 7 separate species, H14O7 in total at a distorted geometry from OMol25. Energies are from ωB97M-V/def2-TZVPD.

Each line ends with the natural charge from an NBO analysis.
CARTESIAN COORDINATES (ANGSTROEM)
O: 0.9965 -1.5864 -1.9677  -0.9562
H: 0.2955 -2.1624 -2.2837  0.4602
H: 0.5695 -0.8474 -1.5637  0.4820
O: -0.7005 3.1516 -0.0187  -0.9671
H: -0.3155 2.4386 -0.5157  0.4920
H: -1.5785 2.8786 0.2423  0.4630
O: 3.4045 0.7556 -1.6327  -0.9264
H: 3.1075 1.6336 -1.4467  0.4571
H: 2.8105 0.2336 -1.1607  0.4684
O: 0.1545 0.6446 -0.3547  -0.9964
H: 0.9105 0.5616 0.2913  0.4902
H: -0.4365 -0.0104 0.0003  0.4873
O: -4.0625 -0.4704 0.8023  -0.9386
H: -3.1545 -0.6164 0.9683  0.4708
H: -4.4185 -0.3884 1.7093  0.4596
O: -1.4575 -1.6304 0.7703  -0.9539
H: -1.5105 -2.4394 0.2893  0.4888
H: -1.4745 -1.9414 1.6703  0.4795
O: 2.3895 0.0076 0.9963  -0.9140
H: 2.2075 -0.7914 1.4663  0.4779
H: 2.2635 0.5796 1.7383  0.4758

SMILES string ... O.O.O.O.O.O.O
Kohn-Sham gap ... 10.3 eV
Energy relative to the best compared isomer or geometry (same formula, charge and spin) ... 2.001 eV
Calculated total energy ... -535.05029 a.u.


[2]
Here is a cluster of 7 separate species, H14O7 in total at a distorted geometry from OMol25. Energies are from ωB97M-V/def2-TZVPD.

Each line ends with the natural charge from an NBO analysis.
CARTESIAN COORDINATES (ANGSTROEM)
H: -0.2203 -0.1292 -0.4700  0.4646
H: -0.1505 -1.5214 -1.0757  0.4492
H: -0.5747 2.2818 -1.8740  0.4686
H: -1.9270 1.6831 -2.2247  0.4600
H: 0.2668 0.9392 3.1762  0.4624
H: 0.4603 1.8196 1.9524  0.4667
H: 3.7179 1.1991 -0.9419  0.4675
H: 4.2249 0.9125 -2.3458  0.4667
H: 1.0040 -0.5942 0.9786  0.4821
H: -0.1212 -1.5159 1.4195  0.4474
H: -2.0342 -0.0194 0.5957  0.4950
H: -1.6414 0.7380 1.8535  0.4823
H: -2.5556 -3.3178 -0.5027  0.4809
H: -1.3783 -2.4502 -0.0887  0.4704
O: 0.3996 -0.8374 -0.6775  -0.9185
O: -1.0509 1.8481 -2.5910  -0.9277
O: 0.9515 1.3282 2.6205  -0.9262
O: 3.4659 1.2678 -1.8697  -0.9340
O: 0.7817 -1.5263 1.0823  -0.9306
O: -1.2782 0.3900 1.0313  -0.9733
O: -2.3402 -2.4956 -0.0482  -0.9535

SMILES string ... O.O.O.O.O.O.O
Kohn-Sham gap ... 7.8 eV
Energy relative to the best compared isomer or geometry (same formula, charge and spin) ... 4.485 eV
Calculated total energy ... -534.95904 a.u.


[3]
Here is a cluster of 7 separate species, H14O7 in total from OMol25. Energies are from ωB97M-V/def2-TZVPD.

Each line ends with the natural charge from an NBO analysis.
CARTESIAN COORDINATES (ANGSTROEM)
O: -0.8862 -2.7299 -0.9044  -0.9567
H: -1.6344 -2.5724 -1.4920  0.4807
H: -1.2351 -3.2838 -0.1962  0.4830
O: 0.7112 -0.2068 0.4950  -0.9751
H: 0.3055 0.6671 0.3797  0.4909
H: 0.2263 -0.7928 -0.1010  0.4862
O: 1.9890 -0.6849 2.8790  -0.9736
H: 1.7384 -0.5069 1.9430  0.5006
H: 1.1616 -0.9192 3.3062  0.4547
O: -0.3278 2.3771 0.5704  -0.9629
H: -0.6857 3.0266 1.1877  0.4931
H: -1.1057 1.9066 0.2330  0.4931
O: -2.5496 0.0291 0.1465  -0.9524
H: -3.1430 0.4117 -0.5124  0.4741
H: -2.9203 -0.8385 0.3365  0.4799
O: 1.7855 -2.7083 -2.2574  -0.9492
H: 1.0153 -2.4735 -1.7207  0.4785
H: 2.3496 -3.2170 -1.6662  0.4664
O: 1.1232 4.1227 -1.2611  -0.9579
H: 1.3489 4.8984 -0.7381  0.4605
H: 0.7333 3.4948 -0.6276  0.4862

SMILES string ... O.O.O.O.O.O.O
Kohn-Sham gap ... 10.0 eV
Energy relative to the best compared isomer or geometry (same formula, charge and spin) ... 1.657 eV
Calculated total energy ... -535.06296 a.u.


[4]
Here is a cluster of 7 separate species, H14O7 in total from OMol25. Energies are from ωB97M-V/def2-TZVPD.

Each line ends with the natural charge from an NBO analysis.
CARTESIAN COORDINATES (ANGSTROEM)
O: -10.5330 -24.9350 -10.9922  -0.9774
H: -10.3149 -25.3306 -10.1288  0.5002
H: -10.5159 -25.6695 -11.6131  0.4836
O: -10.6667 -25.9136 -8.3902  -0.9978
H: -11.5576 -25.6572 -8.6874  0.5164
H: -10.7730 -26.1157 -7.4501  0.4970
O: -11.6650 -22.6543 -10.0210  -0.9706
H: -11.0466 -23.3041 -10.4222  0.4965
H: -12.4463 -22.6942 -10.5787  0.4589
O: -13.5753 -26.6718 -8.5477  -0.9708
H: -14.4671 -26.3213 -8.6392  0.4697
H: -13.4711 -26.8410 -7.5905  0.4896
O: -8.1056 -27.0061 -8.2116  -0.9543
H: -8.0718 -27.9593 -8.3379  0.4600
H: -9.0538 -26.7808 -8.2452  0.4829
O: -10.3450 -27.2756 -4.8646  -0.9452
H: -10.2355 -27.6303 -3.9760  0.4703
H: -11.2918 -27.3257 -5.0411  0.4724
O: -13.1587 -26.3181 -5.8256  -0.9646
H: -13.7533 -26.8057 -5.2398  0.4855
H: -13.2814 -25.3896 -5.5867  0.4978

SMILES string ... O.O.O.O.O.O.O
Kohn-Sham gap ... 10.3 eV
Energy relative to the best compared isomer or geometry (same formula, charge and spin) ... 1.556 eV
Calculated total energy ... -535.06664 a.u.


[5]
Here is a cluster of 7 separate species, H14O7 in total from OMol25. Energies are from ωB97M-V/def2-TZVPD.

Each line ends with the natural charge from an NBO analysis.
CARTESIAN COORDINATES (ANGSTROEM)
O: -7.3855 -4.7074 -2.2560  -0.9528
H: -6.8406 -4.7797 -1.4723  0.4795
H: -8.2127 -4.3436 -1.9405  0.4733
O: 0.3324 -3.8215 -1.1063  -0.9400
H: -0.0452 -3.4687 -0.3006  0.4638
H: -0.3286 -4.4312 -1.4342  0.4759
O: -1.6208 -3.7235 -7.7010  -0.9380
H: -0.7955 -3.6540 -7.2211  0.4659
H: -2.2971 -3.6299 -7.0301  0.4719
O: -5.1944 -5.2011 0.8126  -0.9510
H: -4.5478 -4.5508 1.0870  0.4727
H: -4.8824 -6.0237 1.1898  0.4789
O: -5.1553 -4.2254 -5.2805  -0.9522
H: -5.6328 -4.0565 -4.4682  0.4796
H: -5.5650 -5.0121 -5.6405  0.4726
O: -2.7118 -5.6982 -2.2760  -0.9569
H: -2.8273 -5.3974 -3.1774  0.4810
H: -3.4870 -5.3777 -1.8149  0.4759
O: -1.0072 -8.5330 -0.1826  -0.9427
H: -0.4450 -9.1375 -0.6670  0.4679
H: -1.3474 -7.9356 -0.8486  0.4747

SMILES string ... O.O.O.O.O.O.O
Kohn-Sham gap ... 11.4 eV
Energy relative to the best compared isomer or geometry (same formula, charge and spin) ... 1.826 eV
Calculated total energy ... -535.05675 a.u.


[6]
Here is a cluster of 7 separate species, H14O7 in total at a distorted geometry from OMol25. Energies are from ωB97M-V/def2-TZVPD.

Each line ends with the natural charge from an NBO analysis.
CARTESIAN COORDINATES (ANGSTROEM)
O: -13.8710 -19.8010 9.0950  -0.9765
H: -13.1550 -20.1790 8.5740  0.4655
H: -13.4530 -19.5130 9.9440  0.5023
O: -13.8120 -21.5830 12.4390  -0.9965
H: -14.4630 -21.6290 11.7560  0.5091
H: -13.4120 -22.4510 12.5200  0.5141
O: -16.8660 -20.0220 11.1380  -0.9630
H: -17.7280 -19.5710 10.9490  0.4953
H: -16.6440 -19.8890 12.0870  0.4857
O: -12.3950 -20.3250 14.1860  -0.9899
H: -12.9820 -20.6790 13.4750  0.4832
H: -11.6080 -20.8430 14.3340  0.4663
O: -13.2370 -18.9070 11.6260  -0.9602
H: -13.7870 -18.4450 12.2250  0.4869
H: -13.0400 -19.7750 11.9340  0.4877
O: -12.1450 -23.5560 11.7440  -0.9495
H: -11.6310 -22.7200 11.5530  0.4879
H: -11.6060 -24.1770 12.1500  0.4810
O: -15.7440 -21.8250 9.4480  -0.9867
H: -16.0780 -21.2040 10.0850  0.4757
H: -15.0560 -21.2750 9.0780  0.4819

SMILES string ... O.O.O.O.O.O.O
Kohn-Sham gap ... 10.5 eV
Energy relative to the best compared isomer or geometry (same formula, charge and spin) ... 1.766 eV
Calculated total energy ... -535.05893 a.u.


[7]
Here is a cluster of 7 separate species, H14O7 in total from OMol25. Energies are from ωB97M-V/def2-TZVPD.

Each line ends with the natural charge from an NBO analysis.
CARTESIAN COORDINATES (ANGSTROEM)
O: -2.6055 4.0286 -2.5588  -0.9375
H: -2.5474 4.5580 -1.7634  0.4692
H: -3.3093 3.4047 -2.3810  0.4682
O: 2.9422 -4.0604 0.1922  -0.9384
H: 3.2273 -4.9653 0.3193  0.4689
H: 2.5199 -4.0602 -0.6668  0.4698
O: 3.3672 -3.1089 4.7258  -0.9364
H: 4.2439 -3.4931 4.7332  0.4660
H: 3.1044 -3.1283 3.8056  0.4702
O: -0.4069 0.6626 0.7181  -0.9426
H: 0.2011 -0.0764 0.7395  0.4698
H: -1.0849 0.3977 0.0966  0.4727
O: -0.6538 3.5215 4.1374  -0.9394
H: -0.7355 3.1311 3.2672  0.4724
H: 0.2816 3.4742 4.3348  0.4669
O: -3.6066 -1.1388 -1.9498  -0.9401
H: -4.0454 -1.7257 -1.3341  0.4705
H: -3.5617 -1.6370 -2.7659  0.4699
O: 1.2693 1.4569 -4.6264  -0.9365
H: 0.7705 1.7929 -3.8817  0.4715
H: 0.6295 0.9658 -5.1419  0.4649

SMILES string ... O.O.O.O.O.O.O
Kohn-Sham gap ... 11.5 eV
Energy relative to the best compared isomer or geometry (same formula, charge and spin) ... 2.220 eV
Calculated total energy ... -535.04226 a.u.


[8]
Here is a cluster of 7 separate species, H14O7 in total at a distorted geometry from OMol25. Energies are from ωB97M-V/def2-TZVPD.

Each line ends with the natural charge from an NBO analysis.
CARTESIAN COORDINATES (ANGSTROEM)
H: -1.7946 -0.1358 -1.1127  0.4897
H: -2.1263 -1.1423 -0.0014  0.4772
H: -2.4811 1.7530 1.2206  0.4701
H: -3.3799 0.7521 0.4653  0.4935
H: -5.0303 0.1674 -0.6567  0.4751
H: -3.9214 -0.8536 -0.6407  0.5023
H: -0.0902 1.3712 0.0449  0.4725
H: 0.7568 0.0597 -0.0078  0.5114
H: 4.6964 -0.7290 0.5622  0.4760
H: 3.6671 -0.3246 -0.4982  0.5043
H: 2.4111 1.4288 -0.2234  0.5090
H: 3.7464 2.0545 0.2900  0.4765
H: 0.7475 -2.0679 0.7165  0.4880
H: 2.3958 -1.5966 0.4588  0.5344
O: -1.9738 -1.0832 -1.1086  -0.9555
O: -2.4913 0.8956 0.8327  -1.0051
O: -4.5016 -0.3365 -0.0741  -0.9476
O: 0.5166 0.9126 -0.4926  -0.9977
O: 4.0518 -1.1595 -0.1696  -0.9681
O: 3.3814 1.4323 -0.4401  -0.9802
O: 1.4197 -1.3983 0.8351  -1.0260

SMILES string ... O.O.O.O.O.O.O
Kohn-Sham gap ... 11.6 eV
Energy relative to the best compared isomer or geometry (same formula, charge and spin) ... 2.080 eV
Calculated total energy ... -535.04742 a.u.


[9]
Here is a cluster of 7 separate species, H14O7 in total at a distorted geometry from OMol25. Energies are from ωB97M-V/def2-TZVPD.

Each line ends with the natural charge from an NBO analysis.
CARTESIAN COORDINATES (ANGSTROEM)
H: -0.8060 1.3467 -0.1635  0.4687
H: 0.1353 1.8964 -1.2226  0.4795
H: 1.1692 -1.4496 0.8792  0.4619
H: 0.8351 -0.5147 2.0300  0.4783
H: 2.8117 2.0263 1.3100  0.4772
H: 3.6691 0.7899 1.5248  0.4498
H: -0.6434 -1.0943 -5.0597  0.4664
H: -2.0165 -0.9586 -4.4223  0.4757
H: -1.6844 -1.4640 2.8241  0.4796
H: -1.6836 0.0489 2.6792  0.4542
H: 0.7035 1.4115 2.2896  0.4677
H: 1.8165 0.7007 3.0420  0.4717
H: -3.3760 -2.3591 -2.6033  0.4729
H: -3.3243 -0.8463 -2.7398  0.4704
O: -0.1262 2.0156 -0.3026  -0.9475
O: 0.8650 -1.4487 1.7938  -0.9632
O: 3.0400 1.1806 0.9079  -0.9159
O: -1.2195 -0.4557 -4.6246  -0.9495
O: -1.1120 -0.7227 2.5967  -0.9344
O: 1.6126 1.1064 2.1918  -0.9278
O: -2.7608 -1.6172 -2.6090  -0.9357

SMILES string ... O.O.O.O.O.O.O
Kohn-Sham gap ... 9.2 eV
Energy relative to the best compared isomer or geometry (same formula, charge and spin) ... 4.661 eV
Calculated total energy ... -534.95254 a.u.


[10]
Here is a cluster of 7 separate species, H15NO6 in total at a distorted geometry from OMol25. Energies are from ωB97M-V/def2-TZVPD.

Each line ends with the natural charge from an NBO analysis.
CARTESIAN COORDINATES (ANGSTROEM)
N: -0.6052 3.3728 -0.8218  -1.0686
H: -1.6115 3.3173 -0.6450  0.3546
H: -0.5765 3.7689 -1.7602  0.3671
H: -0.3751 4.2008 -0.2639  0.3614
H: -0.1429 -1.6093 2.6564  0.4839
H: -1.0163 -1.4831 3.8380  0.4705
O: -0.3368 -0.9870 3.3666  -0.9564
H: -0.1818 -0.7974 -1.5019  0.5089
H: -1.1252 -2.0067 -1.9065  0.4617
O: -0.4371 -1.4162 -2.2148  -0.9964
H: 0.1179 -3.8708 1.3340  0.4794
H: 0.7544 -4.5310 2.5872  0.4834
O: 0.3597 -3.7221 2.2530  -0.9604
H: 2.6095 1.6027 2.4697  0.4736
H: 1.2753 0.8886 2.4540  0.4860
O: 1.7545 1.6094 2.0271  -0.9553
H: -1.3290 0.5051 -3.5491  0.4778
H: -0.2886 0.2296 -4.5836  0.4730
O: -0.9817 0.8708 -4.3718  -0.9521
H: -0.2162 1.3522 -0.4402  0.5088
H: 0.9784 0.6312 0.2029  0.4977
O: 0.2692 0.5169 -0.4384  -0.9986

SMILES string ... N.O.O.O.O.O.O
Kohn-Sham gap ... 11.1 eV
Energy relative to the best compared isomer or geometry (same formula, charge and spin) ... 0.772 eV
Calculated total energy ... -515.19112 a.u.


| no. | highest occupied orbital energy (eV) |
| --- | --- |
| 1 | -10.6509 |
| 2 | -7.9755 |
| 3 | -10.3385 |
| 4 | -10.5059 |
| 5 | -11.4100 |
| 6 | -10.3142 |
| 7 | -11.2912 |
| 8 | -11.1839 |
| 9 | -8.9317 |
| 10 | -10.7297 |